Computed, not measured: a structure of composition C34H39N5O3P2SW in a non-equilibrium geometry, with ωB97M-V with the def2-TZVPD basis set.

Element x y z (Å)
W: 0.30 0.20 -2.12
C: 0.13 1.00 -6.38
C: -1.06 0.87 -5.77
C: -2.08 -0.15 -6.20
C: -1.54 -1.61 -6.19
C: -0.46 -1.90 -5.20
C: 0.80 -1.44 -5.16
C: 1.54 -1.09 -6.41
C: 0.82 -0.01 -7.23
C: 1.59 -0.95 -0.93
H: 0.52 2.01 -6.53
H: -1.43 1.69 -5.15
H: -2.41 0.05 -7.24
H: -2.99 -0.06 -5.59
H: -2.39 -2.29 -5.97
H: -1.23 -1.88 -7.22
H: -0.70 -2.76 -4.57
H: 1.42 -1.59 -4.28
H: 1.63 -1.99 -7.05
H: 2.57 -0.79 -6.18
H: 1.56 0.53 -7.83
H: 0.12 -0.48 -7.93
H: 2.41 -0.32 -0.56
H: 2.05 -1.72 -1.57
H: 1.12 -1.42 -0.06
P: -1.36 -1.56 -2.09
P: -2.31 1.18 -1.55
N: -0.72 -3.27 -2.37
N: -2.33 -2.06 -0.68
N: 0.94 1.36 -3.49
N: -2.31 2.87 -1.70
C: -2.72 -1.05 -3.15
C: -2.96 0.50 -3.10
C: 0.60 -3.59 -2.71
C: 0.69 -4.93 -3.02
C: -0.62 -5.49 -2.87
C: -1.47 -4.46 -2.50
C: -1.78 -2.70 0.43
C: -2.81 -3.11 1.28
C: -4.04 -2.73 0.66
C: -3.72 -2.08 -0.52
C: 2.07 0.35 -3.18
C: 3.05 0.56 -4.23
C: 2.69 1.71 -4.92
C: 1.43 2.15 -4.46
C: -1.95 3.67 -2.78
C: -1.68 4.95 -2.33
C: -1.89 4.96 -0.91
C: -2.28 3.68 -0.55
H: -3.64 -1.60 -2.95
H: -2.45 -1.38 -4.15
H: -2.46 1.01 -3.93
H: -4.04 0.75 -3.15
H: 1.37 -2.85 -2.74
H: 1.60 -5.45 -3.32
H: -0.89 -6.52 -3.02
H: -2.53 -4.46 -2.29
H: -0.72 -2.82 0.53
H: -2.68 -3.62 2.23
H: -5.05 -2.90 1.02
H: -4.38 -1.60 -1.23
H: 2.58 0.59 -2.21
H: 3.98 -0.01 -4.25
H: 3.27 2.21 -5.70
H: 0.88 3.05 -4.71
H: -1.95 3.26 -3.78
H: -1.36 5.80 -2.91
H: -1.77 5.79 -0.23
H: -2.54 3.25 0.41
O: 1.61 2.93 -0.82
C: 1.01 2.32 0.07
N: 0.20 1.18 -0.22
S: -0.60 0.55 1.21
O: -2.03 0.82 1.24
O: -0.16 -0.79 1.50
C: 0.20 1.71 2.25
C: -0.02 1.85 3.62
C: 0.62 2.91 4.29
C: 1.45 3.79 3.57
C: 1.64 3.65 2.19
C: 0.99 2.60 1.52
H: -0.68 1.15 4.13
H: 0.47 3.05 5.36
H: 1.96 4.60 4.10
H: 2.28 4.32 1.61

energy relative to the best compared isomer or geometry (same formula, charge and spin) = 38.2 kcal per mole
charge = +2
E_HOMO (alpha / beta) = -13.203 / -13.185 eV
LUMO level (alpha / beta) = -8.55 / -8.68 eV
spin multiplicity = 3
molecular weight = 843.57 g/mol